No. 1
{
  "formula": "C25H36O5",
  "method": "ωB97M-V with the def2-TZVPD basis set",
  "lumo_ev": 0.666,
  "molar_mass_g_mol": 416.56,
  "gap_ha": 0.3479,
  "species": ["C", "C", "O", "C", "H", "C", "H", "H", "C", "H", "H", "C", "H", "C", "C", "H", "H", "H", "C", "C", "H", "H", "C", "C", "C", "C", "C", "C", "C", "C", "C", "H", "H", "C", "C", "H", "H", "H", "H", "H", "H", "O", "C", "O", "C", "C", "C", "O", "O", "H", "H", "H", "H", "H", "H", "H", "H", "H", "H", "H", "H", "H", "H", "H", "H", "H"],
  "positions_angstrom": [[2.260171, 4.943313, -4.620169], [2.599545, 3.723534, -3.802765], [3.741157, 3.448443, -3.517205], [1.457323, 2.834607, -3.366504], [1.779522, 1.815660, -3.606064], [0.081066, 3.047369, -3.988286], [-0.218616, 4.094435, -3.938259], [0.036391, 2.720720, -5.027182], [-0.813669, 2.217962, -3.072044], [-1.869256, 2.450350, -3.207355], [-0.664802, 1.157225, -3.272357], [-0.311509, 2.585524, -1.670705], [-0.812181, 3.516135, -1.379739], [1.205392, 2.881385, -1.826120], [1.528855, 4.260935, -1.247826], [2.593727, 4.470343, -1.318869], [1.245509, 4.296339, -0.197367], [0.983114, 5.043844, -1.770522], [2.060658, 1.831299, -1.109208], [1.540009, 0.411657, -1.313022], [2.223850, -0.280030, -0.820838], [1.571121, 0.170600, -2.377672], [0.103203, 0.216153, -0.792337], [-0.589189, 1.565317, -0.563252], [-2.086135, 1.337445, -0.367553], [-2.343153, 0.207964, 0.577897], [-1.433301, -0.677085, 0.957632], [-1.783552, -1.835392, 1.842915], [-1.673364, -3.151778, 1.050035], [-0.797543, -2.967320, -0.186061], [0.416135, -2.112385, 0.164952], [0.902451, -2.561162, 1.031507], [1.126409, -2.130869, -0.661612], [0.006431, -0.654772, 0.485452], [0.890445, -0.125857, 1.624587], [1.936959, -0.113844, 1.332235], [0.596597, 0.878846, 1.916864], [0.792826, -0.765734, 2.498098], [-0.480630, -3.948716, -0.541808], [-1.386455, -2.488049, -0.969596], [-2.670925, -3.513889, 0.772287], [-1.046914, -4.166267, 1.853253], [-1.712305, -4.605439, 2.909389], [-2.840513, -4.296248, 3.194906], [-0.868119, -5.573240, 3.724495], [-0.987586, -5.209847, 5.201702], [-0.505990, -3.803758, 5.456929], [-0.151192, -3.018755, 4.618975], [-0.521656, -3.506270, 6.760260], [-0.234972, -2.590746, 6.906146], [-0.425453, -5.896244, 5.835987], [-2.036547, -5.248465, 5.506304], [0.163924, -5.510426, 3.382348], [-1.242794, -6.584862, 3.562450], [-2.787209, -1.726282, 2.252245], [-1.085486, -1.894351, 2.680450], [-3.359825, 0.121567, 0.939308], [-2.561023, 2.249701, 0.004679], [-2.558836, 1.098659, -1.326010], [-0.202321, 1.999316, 0.362643], [-0.470664, -0.320851, -1.555922], [3.083524, 1.904593, -1.484822], [2.087393, 2.055658, -0.042324], [3.171090, 5.482448, -4.867534], [1.593824, 5.596583, -4.062712], [1.755063, 4.643006, -5.535306]],
  "forces_ev_per_angstrom": [[0.371, 0.067, 0.043], [-0.240, 0.029, -0.235], [0.148, -0.039, 0.053], [-0.028, -0.187, 0.127], [0.015, 0.039, -0.033], [0.041, -0.230, -0.013], [-0.014, 0.101, -0.037], [-0.024, 0.087, -0.076], [-0.045, 0.247, 0.056], [-0.055, -0.100, -0.016], [-0.017, -0.141, -0.046], [-0.039, -0.194, 0.081], [0.012, 0.027, -0.013], [0.200, 0.188, 0.148], [0.019, -0.212, -0.089], [0.126, 0.065, 0.053], [-0.056, 0.024, 0.114], [-0.093, 0.146, -0.043], [-0.014, -0.112, -0.178], [-0.009, 0.068, 0.068], [0.026, -0.093, -0.072], [0.069, -0.066, -0.019], [0.086, 0.083, 0.193], [-0.326, 0.039, -0.286], [0.288, 0.026, 0.101], [-0.159, 0.162, -0.100], [-0.037, -0.061, 0.185], [-0.135, -0.089, -0.021], [-0.442, 0.267, -0.324], [0.136, -0.183, 0.312], [-0.166, -0.044, -0.151], [0.129, -0.026, 0.028], [0.120, 0.011, 0.046], [0.047, 0.124, -0.108], [-0.138, 0.027, -0.158], [0.180, -0.022, -0.005], [0.026, 0.119, 0.054], [0.028, -0.067, 0.111], [-0.083, -0.014, -0.087], [-0.038, -0.025, -0.037], [0.172, 0.060, 0.052], [0.342, -0.073, -0.308], [0.159, -0.425, 0.242], [-0.128, 0.099, 0.012], [-0.081, 0.350, 0.109], [-0.026, 0.009, -0.201], [0.051, 0.011, 0.010], [0.078, 0.060, -0.187], [-0.091, -0.058, 0.633], [-0.006, -0.117, -0.303], [-0.049, 0.022, 0.022], [0.070, -0.035, 0.062], [-0.041, -0.077, 0.023], [0.008, 0.021, -0.029], [0.061, -0.001, 0.046], [-0.029, -0.012, 0.034], [-0.116, -0.146, 0.122], [-0.034, 0.037, -0.058], [-0.030, 0.086, -0.071], [0.029, 0.000, 0.061], [-0.056, -0.015, -0.033], [0.037, 0.054, 0.070], [0.029, 0.044, 0.120], [0.025, -0.003, 0.006], [-0.148, 0.069, 0.023], [-0.131, -0.001, -0.082]],
  "lowdin_charge": [-0.0031, -0.4213, 0.0893, -0.1963, 0.1494, -0.1409, 0.1161, 0.1201, -0.1294, 0.1158, 0.1190, -0.2096, 0.1476, -0.3934, -0.0200, 0.0893, 0.0913, 0.0845, -0.1214, -0.1214, 0.1065, 0.1125, -0.2042, -0.2376, -0.1320, -0.0210, -0.1903, -0.0619, -0.2573, -0.1081, -0.1092, 0.1252, 0.1158, -0.3923, -0.0043, 0.0849, 0.0857, 0.0816, 0.1230, 0.1247, 0.1565, 0.0326, -0.5143, 0.1251, -0.0690, -0.0839, -0.5166, 0.1190, 0.1166, 0.1331, 0.1298, 0.1344, 0.1272, 0.1300, 0.1242, 0.1095, 0.1121, 0.1223, 0.1187, 0.1433, 0.1460, 0.1243, 0.1174, 0.0864, 0.0802, 0.0873]
}


No. 2
{
  "formula": "C2H14O4S",
  "method": "ωB97M-V with the def2-TZVPD basis set",
  "lumo_ev": 0.564,
  "molar_mass_g_mol": 134.20,
  "gap_ha": 0.3511,
  "species": ["C", "S", "C", "H", "H", "H", "H", "H", "H", "H", "H", "O", "H", "H", "O", "H", "H", "O", "H", "H", "O"],
  "positions_angstrom": [[1.405223, -0.667772, 4.695344], [0.385069, 0.774900, 4.086942], [1.721034, 2.024858, 3.986612], [1.299916, -0.768744, 5.776304], [2.483520, -0.543434, 4.640054], [1.092607, -1.453151, 4.014364], [2.565216, 1.724262, 4.605983], [2.061549, 2.093809, 2.956450], [1.408627, 3.006209, 4.340282], [-0.948373, 2.327833, -6.304802], [-0.839686, 3.701981, -5.554617], [-0.819113, 3.259105, -6.391052], [-2.403251, 1.415889, -4.345053], [-2.440653, 0.626040, -3.020719], [-2.910496, 0.813398, -3.841504], [0.523992, -0.178776, 1.594502], [-0.730653, -1.058387, 1.442648], [-0.039596, -0.608881, 0.943855], [-0.588681, -5.782034, -4.546715], [-1.805082, -5.164186, -4.938887], [-1.421170, -5.542920, -4.139984]],
  "forces_ev_per_angstrom": [[-0.260, 0.964, -0.072], [1.349, -0.130, 0.567], [0.034, -0.021, -0.061], [-0.822, -0.606, -0.230], [0.052, 0.425, -0.831], [0.079, -0.595, 0.749], [-0.138, -0.088, 0.012], [0.042, 0.139, -0.003], [-0.263, -0.098, -0.103], [-0.095, -0.744, 0.466], [-0.064, -0.071, 0.774], [0.181, 0.804, -1.254], [0.897, 0.944, -0.555], [0.077, 0.164, -0.229], [-0.988, -1.106, 0.811], [-0.217, 0.057, 0.254], [0.153, 0.168, 0.052], [-0.016, -0.204, -0.349], [0.733, -0.436, 0.485], [-0.755, 0.252, 0.270], [0.021, 0.185, -0.753]],
  "lowdin_charge": [-0.3790, 0.7315, -0.4141, 0.0285, 0.0308, 0.0152, 0.0275, 0.0246, 0.0264, 0.0131, 0.0229, -0.0325, -0.0126, 0.0444, -0.0354, -0.0344, 0.0296, -0.0866, 0.0246, 0.0330, -0.0576]
}


No. 3
{
  "formula": "C23H25N5O3S2",
  "method": "ωB97M-V with the def2-TZVPD basis set",
  "lumo_ev": 0.618,
  "molar_mass_g_mol": 483.62,
  "gap_ha": 0.3008,
  "species": ["N", "C", "O", "C", "C", "N", "C", "O", "C", "H", "H", "S", "C", "N", "N", "C", "N", "C", "H", "H", "C", "C", "H", "C", "H", "C", "H", "O", "H", "H", "H", "H", "C", "C", "C", "C", "C", "C", "H", "H", "H", "H", "H", "H", "S", "C", "C", "C", "H", "H", "C", "H", "H", "C", "H", "H", "H", "H"],
  "positions_angstrom": [[-5.592676, -0.875378, 2.209129], [-4.666921, 0.073352, 1.940419], [-4.227531, 0.793779, 2.833369], [-4.243137, 0.192233, 0.544765], [-3.198730, 1.036797, 0.206064], [-2.518959, 1.816671, 1.101622], [-1.436516, 2.533255, 0.733845], [-1.072166, 2.616084, -0.423238], [-0.735579, 3.239767, 1.878538], [-0.882888, 4.317964, 1.813186], [-1.057091, 2.861730, 2.847031], [1.055079, 2.980525, 1.704210], [1.004966, 1.250079, 1.559065], [-0.030948, 0.498407, 1.815198], [0.341377, -0.770318, 1.607161], [1.590330, -0.788379, 1.219163], [2.075453, 0.498399, 1.172329], [3.370354, 1.030811, 0.855023], [4.104560, 0.223222, 0.900313], [3.610179, 1.788040, 1.609617], [3.403659, 1.693774, -0.537374], [4.492793, 2.772361, -0.635291], [4.096861, 3.762435, -0.426334], [4.995561, 2.607162, -2.066675], [6.015974, 2.954906, -2.206467], [4.859320, 1.098218, -2.246329], [4.744551, 0.784766, -3.285130], [3.677550, 0.739565, -1.554527], [5.723268, 0.575884, -1.808263], [4.337539, 3.127001, -2.762858], [5.296052, 2.554559, 0.071084], [2.412751, 2.120056, -0.744426], [2.333558, -2.006878, 0.943091], [3.234259, -2.103831, -0.114473], [3.914120, -3.289637, -0.331177], [3.699688, -4.382630, 0.491225], [2.785208, -4.295995, 1.529254], [2.102429, -3.116875, 1.755041], [1.383825, -3.033848, 2.555430], [2.605549, -5.151214, 2.164045], [4.235855, -5.304213, 0.317761], [4.610899, -3.360987, -1.153772], [3.375961, -1.269624, -0.784118], [-2.841334, 1.671407, 2.067667], [-2.781634, 1.020349, -1.468201], [-4.050561, -0.121215, -1.744507], [-4.725947, -0.469736, -0.618161], [-5.798325, -1.469151, -0.934426], [-6.762744, -1.217895, -0.489420], [-5.504157, -2.467437, -0.594455], [-5.870351, -1.420245, -2.478524], [-6.057274, -2.403747, -2.905835], [-6.686397, -0.761728, -2.776574], [-4.533701, -0.822790, -2.966333], [-4.666432, -0.153047, -3.815850], [-3.829456, -1.605006, -3.263096], [-5.869640, -1.548888, 1.520078], [-5.848445, -1.022875, 3.171104]],
  "forces_ev_per_angstrom": [[-0.233, -0.185, 0.151], [-0.092, -0.060, -0.187], [0.069, 0.096, 0.296], [0.479, 0.362, -0.070], [-0.099, -0.114, -0.098], [-0.336, 0.161, 0.192], [-0.231, 0.192, 0.232], [0.175, 0.199, 0.057], [0.493, -0.258, -0.058], [-0.023, -0.050, -0.001], [-0.076, 0.065, -0.047], [0.012, 0.446, 0.096], [0.046, -0.099, 0.089], [0.058, 0.929, 0.294], [0.245, -1.201, -0.238], [-0.238, 0.293, 0.104], [-0.822, -0.200, 0.218], [0.333, 0.342, -0.468], [-0.003, 0.160, 0.052], [0.072, -0.140, -0.027], [-0.096, 0.258, 0.391], [-0.085, -0.229, -0.155], [-0.001, 0.047, 0.083], [-0.082, -0.210, 0.058], [0.035, 0.046, -0.045], [0.338, 0.090, -0.199], [0.065, 0.009, 0.056], [-0.204, -0.108, 0.007], [-0.043, 0.043, -0.080], [0.018, 0.025, -0.046], [0.053, 0.038, 0.062], [0.133, -0.047, 0.073], [0.276, -0.346, -0.069], [-0.095, 0.002, 0.064], [0.093, -0.070, -0.031], [0.035, -0.043, -0.039], [-0.015, -0.072, 0.010], [0.024, 0.117, -0.017], [-0.058, 0.008, 0.083], [-0.017, -0.059, 0.053], [0.040, -0.069, -0.013], [0.046, -0.013, -0.070], [0.026, 0.070, -0.028], [0.246, 0.131, -0.217], [-0.537, -0.475, -0.107], [-0.101, 0.106, 0.457], [0.179, 0.168, -0.533], [-0.044, -0.066, -0.005], [-0.029, -0.079, 0.050], [-0.082, -0.059, 0.072], [-0.007, -0.034, 0.006], [-0.068, 0.004, -0.046], [-0.014, -0.012, -0.002], [0.128, -0.048, -0.178], [-0.012, -0.053, -0.086], [-0.009, -0.012, -0.093], [-0.001, -0.012, 0.002], [0.036, 0.014, -0.053]],
  "lowdin_charge": [0.1877, -0.4713, 0.0306, -0.1101, -0.4158, 0.1003, -0.5855, -0.0313, -0.3410, 0.0900, 0.0852, 0.9996, -0.6117, 0.0407, 0.0920, -0.2440, 0.0132, -0.0866, 0.1414, 0.1212, -0.3077, -0.1252, 0.1192, -0.1492, 0.1129, -0.1933, 0.1240, -0.1231, 0.1246, 0.1180, 0.1196, 0.1421, -0.1522, -0.0255, -0.0779, -0.0902, -0.0808, -0.0258, 0.1107, 0.1022, 0.1001, 0.1025, 0.0946, 0.1266, 1.1823, -0.4865, -0.2241, -0.1407, 0.1103, 0.1169, -0.1630, 0.1045, 0.1106, -0.1729, 0.1077, 0.1124, 0.0772, 0.1145]
}


No. 4
{
  "formula": "C10H28CrO8",
  "method": "ωB97M-V with the def2-TZVPD basis set",
  "lumo_ev": [-1.670, -1.949],
  "multiplicity": 5,
  "s2": 6.436,
  "molar_mass_g_mol": 328.32,
  "gap_ha": [0.1463, 0.1455],
  "species": ["Cr", "C", "C", "O", "H", "H", "H", "H", "H", "C", "C", "O", "H", "H", "H", "H", "H", "C", "C", "O", "O", "H", "H", "H", "H", "H", "H", "C", "C", "O", "O", "H", "H", "H", "H", "H", "H", "C", "C", "O", "O", "H", "H", "H", "H", "H", "H"],
  "positions_angstrom": [[0.000472, 0.549623, -0.749847], [0.242232, 5.731053, -2.527267], [-0.159598, 4.327603, -3.060187], [0.635222, 3.253063, -2.643557], [1.208062, 6.144323, -2.817917], [0.133772, 5.559943, -1.456257], [-0.541948, 6.417853, -2.845787], [-0.067048, 4.396843, -4.144047], [-1.214748, 4.169153, -2.837367], [-1.355048, 2.317633, 4.329203], [0.031492, 2.385633, 3.622103], [0.011122, 1.861923, 2.322653], [-1.540298, 1.249133, 4.439113], [-2.119338, 2.891943, 3.805643], [-1.104448, 2.652293, 5.335833], [0.692512, 1.857263, 4.309113], [0.366572, 3.422233, 3.586253], [-2.659768, -1.560747, -2.737287], [-3.372848, -0.240867, -2.376837], [-2.808638, 0.591113, -1.356907], [-1.196128, -1.382367, -2.829367], [-3.067128, -2.029387, -3.633137], [-2.945298, -2.266587, -1.957307], [-4.452458, -0.382387, -2.326607], [-3.576008, 0.603733, -3.035227], [-3.284858, 1.418413, -1.458807], [-0.728928, -2.184337, -3.074647], [5.076982, -1.658857, 0.053483], [3.830692, -1.839687, -0.835187], [3.027122, -0.683187, -0.804847], [6.229692, -1.048807, -0.556997], [5.272092, -2.669357, 0.412523], [4.894242, -1.057937, 0.944323], [3.260052, -2.720847, -0.541897], [4.199012, -2.089877, -1.830087], [3.688802, 0.009783, -0.864567], [5.975652, -0.157337, -0.307287], [-0.606118, -3.606957, 1.548333], [-1.744098, -4.446897, 2.047133], [-2.105078, -3.798957, 3.192773], [-0.954808, -2.268077, 1.141843], [-0.147718, -4.073007, 0.676113], [0.189692, -3.600207, 2.293143], [-1.468048, -5.484337, 2.235883], [-2.633028, -4.464007, 1.416573], [-1.657088, -4.105507, 3.984563], [-1.454978, -1.990037, 1.912643]],
  "forces_ev_per_angstrom": [[-0.456, 1.051, 0.378], [-0.881, -1.069, 0.553], [1.223, -0.407, -0.458], [-0.573, -0.025, 0.534], [0.040, -0.468, 0.069], [0.460, 0.751, 0.258], [-0.012, 0.154, 0.019], [-0.134, -0.139, -0.559], [-0.335, 0.082, 0.206], [1.797, -0.301, -0.019], [-1.140, -0.538, -1.631], [0.120, -0.298, -0.176], [-0.668, 0.017, -0.299], [-0.061, -0.195, 0.239], [-0.695, 0.493, 0.272], [0.553, -0.319, 0.134], [0.106, 0.489, 0.163], [0.735, 0.721, 0.545], [-0.765, 1.698, -1.569], [0.761, -1.317, 1.442], [-1.305, 0.777, 0.534], [0.040, 0.580, -0.355], [0.542, -0.021, 0.417], [-0.209, -1.281, 1.526], [1.204, -0.878, -2.419], [0.339, 0.269, 0.439], [-0.368, -0.260, -0.016], [-0.263, -1.316, 0.356], [1.122, -0.347, 0.308], [-0.396, 0.273, -0.329], [-1.454, -0.127, 0.186], [0.763, 0.005, -0.064], [-0.703, -0.180, 0.145], [-0.225, 0.292, 0.430], [-0.003, 0.283, -0.375], [-0.434, 0.657, -0.130], [1.196, 0.647, -0.537], [1.268, -0.467, -2.319], [0.448, -0.064, -0.524], [-1.831, 1.022, 2.585], [-0.119, -1.207, 0.571], [0.022, -0.001, -0.293], [-0.086, 0.193, 0.337], [0.331, -0.120, -0.183], [0.185, 0.136, -0.402], [0.130, -0.112, -0.163], [-0.268, 0.866, 0.175]],
  "lowdin_charge": [1.0736, -0.0963, -0.4615, -0.2625, 0.0650, 0.0647, 0.0597, 0.0877, 0.0768, -0.1290, -0.5250, -0.4084, 0.0478, 0.0559, 0.0485, 0.0681, 0.0737, -0.1566, -0.2223, -0.0866, -0.0894, 0.1214, 0.1146, 0.1195, 0.1192, 0.0987, 0.0856, -0.2339, -0.2388, -0.0788, -0.0494, 0.1148, 0.1268, 0.1157, 0.1202, 0.0842, 0.0735, -0.2449, -0.2768, -0.0530, -0.0709, 0.1112, 0.1214, 0.1249, 0.1264, 0.1067, 0.0779]
}